Density functional theory data (the ωB97M-V functional and the def2-TZVPD basis) for a 14-piece molecular cluster, C14H56O14 overall.

Last column: Mulliken charge in e.
Atoms and positions in Å:
C: 0.1247 0.0522 0.1747  0.60
O: -0.7711 0.8684 -0.5850  -0.54
H: 1.1209 0.4502 0.3675  -0.09
H: -0.3087 -0.1883 1.1455  0.33
H: 0.2994 -0.8920 -0.3413  -0.50
H: -1.0145 1.6758 -0.1263  -0.05
C: 1.7197 -1.1236 -3.2894  0.00
O: 2.4206 -2.2139 -2.7193  -0.59
H: 2.2290 -0.6020 -4.0997  0.34
H: 0.7481 -1.5099 -3.5975  0.07
H: 1.4544 -0.3185 -2.6041  -0.12
H: 2.2604 -2.9990 -3.2480  0.28
C: 1.6800 -3.0164 2.5018  -0.20
O: 2.8463 -2.2173 2.5711  -0.52
H: 0.8522 -2.3171 2.6198  -0.08
H: 1.4753 -3.5688 1.5847  0.10
H: 1.6677 -3.7357 3.3206  0.39
H: 2.9831 -1.7401 1.7494  0.23
C: -2.4678 -2.7938 1.6803  -0.03
O: -3.2291 -2.1896 2.6784  -0.42
H: -1.4224 -2.8535 1.9830  -0.10
H: -2.7807 -3.7947 1.3831  0.32
H: -2.4587 -2.1702 0.7863  0.03
H: -2.8254 -2.2884 3.5438  0.27
C: -2.1454 4.0190 0.4161  -1.20
O: -1.2895 3.0891 1.0144  0.71
H: -1.5660 4.5453 -0.3424  0.23
H: -3.0080 3.4974 0.0014  -0.11
H: -2.5758 4.8568 0.9647  0.67
H: -1.5263 2.9676 1.9368  -0.53
C: -0.2190 -4.3878 -0.7009  -0.35
O: -1.5295 -4.7125 -1.1134  -0.58
H: 0.1288 -4.9976 0.1329  0.39
H: 0.4492 -4.4577 -1.5593  0.32
H: -0.1535 -3.3410 -0.4040  -0.17
H: -1.9740 -3.9431 -1.4769  0.47
C: 3.7032 0.9311 2.8815  0.21
O: 4.3794 2.0669 2.4209  -0.56
H: 4.3995 0.1463 3.1770  0.22
H: 3.0962 1.2731 3.7198  0.11
H: 3.1020 0.5759 2.0445  -0.20
H: 3.7882 2.8069 2.2641  0.28
C: -4.5210 0.6357 0.8593  -0.21
O: -5.8176 1.1665 0.9853  -0.28
H: -3.6808 1.3150 1.0027  -0.28
H: -4.3297 -0.1486 1.5917  0.29
H: -4.3697 0.2829 -0.1608  -0.08
H: -5.8826 1.5481 1.8638  0.28
C: -1.7282 -2.0134 -2.9292  -0.54
O: -2.8860 -2.5798 -2.3491  -0.57
H: -1.4954 -1.0573 -2.4602  0.26
H: -0.8719 -2.6626 -2.7463  0.02
H: -1.8092 -1.8401 -4.0023  0.43
H: -3.5679 -2.0901 -2.8148  0.31
C: 0.3667 0.4917 4.5458  -0.84
O: 0.4445 -0.6375 5.4012  -0.43
H: 0.3102 0.1767 3.5038  -0.06
H: -0.4732 1.1443 4.7839  0.71
H: 1.3044 1.0285 4.6895  0.13
H: 0.4084 -0.2987 6.2987  0.26
C: 4.6552 -1.6340 0.0596  -0.76
O: 3.2280 -1.4941 -0.0264  -0.07
H: 5.0043 -1.3838 1.0615  0.23
H: 4.8524 -2.6794 -0.1775  0.31
H: 5.1431 -0.8819 -0.5603  0.29
H: 2.8195 -1.6545 -0.8802  0.10
C: 0.1473 3.1504 -2.3974  -0.24
O: 1.0859 3.7944 -3.2620  -0.50
H: -0.1590 2.2623 -2.9502  0.12
H: 0.6278 2.8679 -1.4607  0.00
H: -0.7479 3.7423 -2.2065  0.26
H: 0.5714 4.3088 -3.8883  0.29
C: 3.5792 2.3792 -0.9686  -0.23
O: 3.6634 2.4916 -2.3740  -0.54
H: 4.3134 1.6341 -0.6622  0.20
H: 3.8619 3.3112 -0.4790  0.36
H: 2.6202 2.0488 -0.5697  -0.17
H: 2.9580 3.0997 -2.6066  0.34
C: -3.7471 2.1329 -2.8509  -0.24
O: -4.1601 3.4217 -3.0914  -0.44
H: -3.0070 1.9528 -3.6305  0.18
H: -3.2699 2.1471 -1.8710  -0.11
H: -4.4876 1.3337 -2.8187  0.28
H: -4.6163 3.7381 -2.3082  0.30

Forces on atoms 1 to 3 (eV/Å):
C -0.6 0.2 0.3
O 0.7 -1.3 -0.8
H 0.0 0.5 -0.2

Properties
E_tot in eV: -44083.74347
Total charge: -1
Spin multiplicity: 2
HOMO-LUMO gap (spin up / spin down) in eV: 1.8 / 9.6